{
  "formula": "C6H4O",
  "method": "ωB97M-V/def2-TZVPD",
  "multiplicity": 1,
  "de_lowest_kcal_mol": 30.89,
  "smiles": "C#Cc1ccco1",
  "elements": ["C", "C", "C", "C", "C", "C", "O", "H", "H", "H", "H"],
  "xyz": [[-2.3520, -0.2457, -1.5703], [-1.6244, 0.3143, -0.7891], [-0.5147, 0.4688, 0.0856], [-0.0217, -0.5709, 0.8116], [1.3735, -0.3382, 0.9399], [1.6033, 0.8610, 0.3439], [0.4644, 1.3781, -0.1741], [-2.9162, -0.8440, -2.2491], [-0.6075, -1.4366, 1.0809], [2.0987, -1.0289, 1.3403], [2.4966, 1.4420, 0.1805]],
  "atomic_forces_ev_per_a": [[0.1, 0.2, 0.3], [-0.3, -0.3, -0.4], [0.0, -0.4, -0.1], [0.0, 0.0, -0.1], [0.1, 0.1, 0.1], [0.2, -0.1, 0.1], [0.0, -0.1, -0.1], [-0.2, 0.3, 0.0], [0.2, 0.0, 0.0], [0.0, 0.3, 0.2], [-0.1, 0.0, 0.1]],
  "lowdin_charge": [0.13, -0.05, -0.32, -0.02, -0.06, -0.11, 0.05, 0.03, 0.12, 0.10, 0.12]
}